Entry 1:
Computed, not measured: a single C25H31FN4O3 molecule, with ωB97M-V with the def2-TZVPD basis set.

```
64
Properties=species:S:1:pos:R:3:lowdin_charge:R:1
H 7.08 0.05 -1.36 0.12
C -1.78 2.34 -3.00 -0.27
N 1.10 1.48 1.58 -0.03
C 5.19 -2.29 0.20 0.00
H -0.11 2.29 3.06 0.13
H -1.80 -0.77 -1.60 0.05
H 2.01 3.26 0.93 0.12
C 1.09 2.68 0.77 -0.15
H 5.19 1.47 -0.65 0.11
C -0.49 0.27 -3.00 -0.24
C -4.80 -0.34 0.13 -0.01
C -2.63 -0.91 1.04 -0.16
H -0.65 -1.18 1.88 0.13
O 1.81 -0.62 2.02 0.05
C -5.00 -1.66 -0.24 -0.01
H -2.56 -0.35 -3.14 0.07
O -2.15 3.04 1.94 0.04
H 5.20 -3.34 0.43 0.12
H -1.92 2.03 -4.04 0.12
H 0.44 -0.14 -2.59 0.12
H -2.10 -2.98 0.88 0.13
H -0.62 4.09 -3.48 0.07
H -1.41 -1.68 -3.06 0.07
C -3.62 0.05 0.76 -0.19
N -3.40 1.36 1.12 0.17
H 3.21 1.68 0.38 0.12
C 6.25 -0.37 -0.81 -0.01
C 5.19 0.42 -0.41 -0.02
H -1.47 4.20 -1.93 0.06
C 0.89 2.43 -0.74 -0.14
H 0.25 3.28 1.12 0.12
H 3.31 -1.92 1.15 0.10
C 1.98 0.44 1.45 -0.49
N 3.08 0.72 0.66 0.14
H -0.37 0.34 -4.08 0.11
C -5.29 -4.39 -0.93 -0.09
C -2.85 -2.24 0.67 0.05
H 0.91 3.40 -1.24 0.11
O -4.12 -3.94 -0.28 -0.08
H -5.42 -3.90 -1.90 0.10
H -5.91 -1.93 -0.73 0.10
C -1.43 -0.46 1.68 0.05
F 7.27 -2.49 -0.89 0.05
C -4.02 -2.62 0.04 -0.27
H -4.12 2.04 0.92 0.17
C -1.64 -0.69 -2.68 -0.07
C -1.24 0.84 1.99 -0.10
H -1.25 2.31 -0.61 0.11
H -2.70 2.10 -2.44 0.11
C 4.13 -1.50 0.60 0.00
C 6.24 -1.72 -0.50 -0.29
H -0.43 0.75 -0.58 0.11
H 0.42 0.60 3.32 0.13
H -6.18 -4.23 -0.32 0.10
H -5.14 -5.46 -1.08 0.09
C -2.26 1.84 1.71 -0.45
H -2.37 4.36 -3.44 0.07
H -5.56 0.40 -0.09 0.11
C -1.55 3.84 -2.95 -0.08
C 4.12 -0.13 0.30 -0.22
N -0.63 1.61 -2.48 -0.19
C -0.43 1.73 -1.05 -0.19
C 0.06 1.32 2.58 -0.09
H 1.70 1.82 -1.15 0.10
```

Its spin multiplicity is 1. As for the total charge: 0. As for the SMILES: CCN(CC)CCCN(Cc1cc2cc(OC)ccc2[nH]c1=O)C(=O)Nc1ccc(F)cc1. The HOMO energy is -8.112 eV. Its LUMO energy is 0.06 eV.

***

Entry 2:
Computed, not measured: a single C5H8O molecule in a non-equilibrium geometry, with ωB97M-V with the def2-TZVPD basis set.

```
14
Properties=species:S:1:pos:R:3:lowdin_charge:R:1
H 0.31 -1.16 -2.79 0.11
H -0.15 -1.40 1.31 0.03
H 0.21 1.50 2.30 0.09
C 0.12 -0.55 1.92 0.02
C 0.03 0.50 -1.00 -0.23
C -0.45 -0.88 -1.08 -0.23
O -0.10 -1.68 -2.09 0.01
H 1.12 0.35 -1.11 0.14
H -0.27 1.07 -1.89 0.12
C 0.06 0.76 1.51 -0.20
H -0.20 2.37 0.11 0.10
C -0.10 1.29 0.23 -0.10
H -1.07 -1.37 -0.35 0.10
H 0.48 -0.79 2.92 0.05
```

Its spin multiplicity is 1. As for the total charge: 0. The HOMO energy (spin up / spin down) is -7.488 / -6.633 eV. Its LUMO energy (spin up / spin down) is 0.86 / -0.21 eV.

***

Entry 3:
Computed, not measured: 2 unconnected molecules or ions with the total composition CH4N2O2 in a non-equilibrium geometry, with ωB97M-V with the def2-TZVPD basis set.

```
9
Properties=species:S:1:pos:R:3:lowdin_charge:R:1
C -1.30 -0.21 0.19 -0.02
N 0.11 -0.57 -0.09 -0.16
H -1.80 -1.12 0.26 0.06
H 1.23 1.17 -0.97 0.06
O 2.57 0.65 0.20 -0.10
O 0.45 -1.73 -0.07 0.05
H -1.50 0.47 -0.66 0.11
H -1.21 0.23 1.11 0.06
N 1.46 1.12 0.05 -0.05
```

Its spin multiplicity is 1. As for the total charge: 0. As for the SMILES: CN=O.N=O. The HOMO energy is -8.844 eV. Its LUMO energy is -0.37 eV.

***

Entry 4:
Computed, not measured: a single C4H6N2O molecule in a non-equilibrium geometry, with ωB97M-V with the def2-TZVPD basis set.

```
13
Properties=species:S:1:pos:R:3:lowdin_charge:R:1
C -1.90 -0.02 0.26 -0.31
C 2.32 0.38 -0.39 -0.23
H 0.10 -0.56 -1.34 0.13
C 0.24 -0.87 -0.30 -0.19
H 1.46 -0.27 1.41 0.13
H -2.41 1.74 -0.11 0.06
N 3.22 0.54 -1.10 0.14
H -2.86 -0.34 0.67 0.13
H 0.61 1.07 0.61 0.10
N -1.61 1.13 -0.19 0.12
O -1.03 -1.05 0.32 -0.06
H 0.69 -1.86 -0.27 0.13
C 1.14 0.13 0.44 -0.16
```

Its spin multiplicity is 1. As for the total charge: 0. As for the SMILES: [H]/N=C/OCCC#N. The HOMO energy is -10.741 eV. Its LUMO energy is 0.72 eV.

***

Entry 5:
Computed, not measured: a molecular structure, C34H38N2OP2PtS, with ωB97M-V with the def2-TZVPD basis set.

```
79
Properties=species:S:1:pos:R:3:lowdin_charge:R:1
C 0.47 -1.79 -4.85 -0.40
C 3.60 1.13 -2.51 -0.04
C 1.40 2.05 -2.30 -0.08
C -0.91 -2.38 2.54 -0.29
H -4.30 -0.12 0.28 0.10
H -1.39 -2.53 1.58 0.09
C -0.70 -1.28 4.67 -0.20
C -3.84 0.58 0.97 -0.07
C -2.61 4.19 -3.68 -0.05
H 5.11 1.54 2.01 0.13
H -0.60 -3.66 -4.79 0.11
C -1.71 -1.47 -2.62 -0.27
H 5.33 -0.83 1.08 0.17
P -1.70 0.71 -0.80 0.95
H 1.48 -0.93 4.43 0.10
C -2.72 1.84 -3.19 -0.07
H -2.17 -0.75 3.17 0.10
H -2.32 3.10 3.46 0.12
H -1.50 -0.74 -3.40 0.08
H -1.08 -0.55 5.39 0.13
C 0.79 -0.68 -5.64 -0.09
H -0.92 -1.48 -8.45 0.11
H -2.51 -1.51 -0.60 0.09
H 1.45 0.10 -5.27 0.10
H -3.02 0.84 -3.49 0.10
H -4.55 2.12 3.90 0.12
H 0.46 0.38 3.80 0.10
C -2.98 2.90 -4.04 -0.05
C -2.59 1.12 0.72 -0.36
O -0.09 -0.16 1.47 -0.71
H -5.53 0.51 2.29 0.12
C 0.85 0.79 -2.58 -0.29
H 0.56 0.28 -7.54 0.11
C -0.86 -2.67 -6.66 -0.06
H -1.26 3.55 -0.65 0.10
C 3.40 -0.60 0.30 -0.18
N 2.52 0.37 0.34 -0.13
C -0.44 -2.24 -2.20 -0.37
C 4.34 1.02 1.45 -0.04
H 3.27 -1.55 -0.19 0.14
C -2.75 2.39 2.77 -0.06
H -3.47 -0.58 -1.72 0.10
C -1.72 -1.64 3.60 -0.21
H -0.41 -2.17 5.24 0.12
C -0.54 -1.56 -7.44 -0.07
H 3.73 -0.98 -2.90 0.11
S 0.54 -1.35 2.25 1.03
H -0.16 -2.03 -1.17 0.04
H -2.82 5.01 -4.34 0.12
C -4.55 0.93 2.11 -0.06
C -4.00 1.84 3.01 -0.05
C -2.45 -0.82 -1.44 -0.30
H -1.73 5.42 -2.17 0.12
H -1.49 -3.44 -7.06 0.11
C -2.04 2.03 1.63 -0.12
C -1.99 4.42 -2.46 -0.05
C 1.68 -0.35 -2.76 -0.42
H -0.15 0.77 -3.00 0.08
H 4.68 1.27 -2.55 0.13
C 3.10 1.41 1.06 -0.11
H -2.51 -2.27 3.99 0.13
H 2.59 2.34 1.22 0.12
C 3.06 -0.14 -2.74 -0.11
C 0.29 -0.58 -6.93 -0.07
C 2.79 2.22 -2.24 -0.06
H 3.21 3.20 -2.05 0.12
Pt 0.54 0.50 -0.39 0.96
C -2.08 2.05 -1.97 -0.34
N 4.51 -0.25 0.96 0.10
H -1.06 2.45 1.46 0.09
C 0.53 -0.70 3.96 -0.27
H -2.41 -2.17 -3.08 0.12
H 0.74 2.90 -2.21 0.10
H -3.47 2.72 -4.99 0.12
P 1.14 -2.06 -3.17 1.08
H -0.65 -3.31 -2.22 0.08
C -0.35 -2.78 -5.38 -0.11
C -1.72 3.36 -1.61 -0.11
H -0.53 -3.34 2.91 0.11
```

Its spin multiplicity is 1. As for the total charge: +2. The HOMO energy is -13.038 eV. Its LUMO energy is -6.16 eV.

***

Entry 6:
Computed, not measured: a molecular structure, C15H19N3O2S in a non-equilibrium geometry, with ωB97M-V with the def2-TZVPD basis set.

```
40
Properties=species:S:1:pos:R:3:lowdin_charge:R:1
H 0.42 -0.03 -3.56 0.15
C 0.85 0.34 -2.59 -0.16
C -3.42 -0.39 2.65 -0.30
C -1.61 -1.74 2.57 -0.64
H 1.42 4.15 -5.05 0.04
H 2.38 -1.24 0.23 0.12
H 1.08 1.78 -0.13 0.14
O 1.75 1.80 -4.16 -0.02
H -3.04 -2.77 4.96 0.01
H -3.71 -3.75 3.34 0.18
N 0.55 0.03 0.30 -0.05
N -1.05 -2.84 2.80 0.18
H -0.77 1.81 -2.03 0.15
H 3.04 2.54 -5.51 0.15
H -0.70 1.57 0.39 0.10
C 2.02 -0.31 -0.32 0.01
C 1.65 -0.88 -1.82 -0.04
H -0.88 0.01 -1.65 0.10
H 2.95 5.05 -4.65 0.15
H -4.44 -2.11 4.37 0.05
O 2.52 2.38 -1.89 0.01
H 3.69 2.66 -3.77 0.13
C 2.15 4.18 -4.35 -0.04
C 0.23 1.08 -0.34 -0.33
C -0.29 0.85 -1.73 -0.13
H 2.45 -1.06 -2.45 0.07
S -2.22 0.55 1.76 0.99
C 1.86 1.65 -2.77 -0.24
C 0.17 -1.01 1.16 -0.23
H 2.56 0.51 -0.34 0.03
C 0.29 -2.90 2.15 -0.14
H -4.46 0.22 3.02 0.15
C -2.72 -1.51 3.14 -0.32
N 0.67 -2.15 1.24 0.10
C -1.18 -0.95 1.77 -0.31
C -3.50 -2.60 4.05 -0.03
H 0.86 -4.08 2.25 0.17
H 1.93 4.39 -3.41 0.00
C 2.74 2.74 -4.39 -0.29
H 0.97 -1.67 -1.76 0.09
```

Its spin multiplicity is 1. As for the total charge: 0. The HOMO energy is -7.968 eV. Its LUMO energy is 0.49 eV.

***

Entry 7:
Computed, not measured: 2 unconnected molecules or ions with the total composition C3H9N, with ωB97M-V with the def2-TZVPD basis set.

```
13
Properties=species:S:1:pos:R:3:lowdin_charge:R:1
H -0.48 2.66 0.27 0.07
H -0.96 -3.14 -1.25 0.02
C 0.78 0.69 -0.85 -0.16
H 0.64 1.59 -1.46 0.07
H -0.47 -1.70 -0.24 -0.02
H -0.26 -3.35 0.39 0.02
H -0.38 1.94 1.98 0.06
C -0.87 -2.71 -0.26 -0.04
H 0.19 -0.11 -1.31 0.06
N 0.48 0.82 0.55 -0.09
C -0.15 1.84 0.92 -0.08
H -1.86 -2.62 0.19 0.02
H 1.82 0.37 -0.96 0.08
```

Its spin multiplicity is 1. As for the total charge: 0. As for the SMILES: C=NC.C. The HOMO energy is -9.835 eV. Its LUMO energy is 1.15 eV.

***

Entry 8:
Computed, not measured: a gas-phase ion, C4H8O2P (charge -1) in a non-equilibrium geometry, with ωB97M-V with the def2-TZVPD basis set.

```
15
Properties=species:S:1:pos:R:3:lowdin_charge:R:1
H 0.60 -2.03 -0.54 0.11
C 0.20 -0.93 -0.52 -0.29
O -0.56 1.53 -0.06 -0.45
H 1.08 1.64 1.21 0.06
P -2.51 0.07 0.37 0.75
H 1.31 2.40 -0.52 0.10
H -0.30 -0.54 -1.43 0.09
H 1.99 -0.26 0.58 0.09
O -3.04 -0.22 -0.93 -0.53
C 0.79 1.54 0.14 -0.44
C -0.93 -0.94 0.66 -0.43
H 1.92 0.14 -1.28 0.09
H -1.30 -2.00 1.01 0.06
H -0.59 -0.45 1.61 0.04
C 1.34 0.05 -0.30 -0.25
```

Its spin multiplicity is 1. As for the total charge: -1. As for the SMILES: O=PCCCC[O-]. The HOMO energy is -3.342 eV. Its LUMO energy is 4.38 eV.

***

Entry 9:
Computed, not measured: a molecular structure, C29H29Cl5GeN6O5SeSiTi, with ωB97M-V with the def2-TZVPD basis set.

```
78
Properties=species:S:1:pos:R:3:lowdin_charge:R:1
H -2.48 4.24 -3.99 0.10
H -0.99 -2.64 -4.17 0.11
O -2.10 3.46 -2.10 -0.06
Cl -1.82 4.74 3.02 -0.10
C -2.32 1.05 4.03 -0.16
N 0.23 -1.00 -1.53 0.08
N -0.68 2.41 -3.58 0.03
C 0.55 2.06 4.34 -0.19
N 0.10 1.27 -3.83 0.07
H -2.90 5.24 -2.55 0.08
H 0.88 1.26 -3.17 0.05
C 3.17 -3.16 -2.17 -0.33
C -0.79 -3.98 1.41 -0.09
C 4.28 -1.29 0.97 0.02
C -3.17 -4.17 1.12 -0.06
Cl 1.05 3.80 1.39 0.01
C 2.42 2.19 -1.12 -0.79
C -0.84 -2.67 1.01 -0.06
H 0.22 3.07 4.13 -0.03
H 0.15 -4.43 1.70 0.10
N 3.68 -4.05 -2.97 -0.23
Cl -1.23 5.98 -0.10 -0.11
H -0.05 -0.97 5.20 0.03
H 0.49 1.89 5.42 0.03
H -1.94 -5.78 1.77 0.09
O -0.48 0.81 1.88 -0.47
H 4.27 0.02 2.67 0.12
C -4.50 -0.90 -0.01 -0.09
H -4.09 -4.74 1.16 0.10
C 0.96 -2.98 -3.34 0.01
C -2.06 -0.67 0.18 -0.14
H 0.45 1.36 -4.77 0.09
H -1.21 5.09 -3.03 0.05
C -1.37 2.40 -2.40 -0.56
C 2.43 0.08 1.58 -0.09
H -2.67 2.04 3.74 -0.01
H 5.28 -1.68 1.12 0.12
O -1.37 1.44 -1.64 -0.06
H -5.45 -0.43 -0.26 0.09
C 1.84 -2.59 -2.33 -0.08
C -4.47 -2.21 0.37 -0.07
C 3.73 -0.37 1.83 -0.01
Cl 1.43 4.66 -2.01 0.61
C 4.03 -2.72 -1.08 -0.32
C 3.54 -1.73 -0.12 -0.08
H 3.60 3.98 -1.48 0.06
C -0.27 -2.37 -3.41 -0.02
O 3.39 1.67 -0.59 0.04
H -3.39 0.88 -0.44 0.08
H 1.02 -1.14 3.80 0.02
H -2.44 0.95 5.12 0.03
Cl 3.23 2.98 -3.58 0.56
H 1.98 0.83 2.21 0.08
H -1.54 -0.86 -2.52 0.12
Si -0.55 0.80 3.52 0.27
C -1.98 -4.74 1.45 -0.11
O 1.21 1.80 -1.19 -0.19
Ti -0.26 0.67 0.07 0.92
N 5.21 -3.26 -1.02 -0.23
C -3.30 -0.15 -0.12 -0.12
H -0.24 3.31 -3.76 0.10
H 1.60 1.98 4.05 0.01
N 1.71 -0.35 0.56 0.06
H -0.66 -1.68 3.70 0.02
C -3.24 -2.81 0.70 -0.18
H 1.27 -3.74 -4.04 0.12
C 2.74 3.49 -1.92 -0.96
H -2.95 0.30 3.54 0.03
C -2.17 4.57 -2.99 -0.09
C -2.05 -2.04 0.63 -0.18
C 2.26 -1.21 -0.30 -0.14
C -0.01 -0.90 4.11 -0.15
C -0.59 -1.38 -2.49 -0.10
H 0.06 -2.08 1.01 0.08
Ge -1.22 3.93 0.97 0.06
C 1.43 -1.61 -1.43 -0.12
Se 5.33 -4.41 -2.38 1.08
H -5.38 -2.79 0.44 0.10
```

Its spin multiplicity is 2. As for the total charge: -1. The HOMO energy (spin up / spin down) is -4.806 / -5.149 eV. Its LUMO energy (spin up / spin down) is 0.97 / 0.98 eV. Its expectation value of S² is 0.75.

***

Entry 10:
Computed, not measured: a gas-phase ion, C6H4N3O2 (charge -1) in a non-equilibrium geometry, with ωB97M-V with the def2-TZVPD basis set.

```
15
Properties=species:S:1:pos:R:3:lowdin_charge:R:1
H 0.57 -1.29 1.91 0.08
C -0.76 0.41 -0.60 -0.06
H -1.40 0.76 -1.36 0.08
C 1.28 -0.28 -0.01 -0.12
H -1.63 -0.71 1.28 0.09
C 0.28 1.41 -3.04 -0.54
C 0.40 -0.74 0.98 -0.18
C -0.84 -0.33 0.60 -0.16
O 1.24 2.06 -3.99 0.07
N 0.56 0.43 -0.89 -0.18
N 0.67 3.19 -6.02 0.11
H 2.44 -0.27 -0.01 0.13
O -0.85 1.20 -3.41 0.04
N 0.99 1.06 -2.00 0.09
C 0.84 2.69 -4.98 -0.44
```

Its spin multiplicity is 1. As for the total charge: -1. As for the SMILES: N#CO/C([O-])=N/n1cccc1. The HOMO energy is -4.276 eV. Its LUMO energy is 3.85 eV.

***

Entry 11:
Computed, not measured: a single C4H4Cl2S molecule in a non-equilibrium geometry, with ωB97M-V with the def2-TZVPD basis set.

```
11
Properties=species:S:1:pos:R:3:lowdin_charge:R:1
Cl 0.72 3.30 -1.76 0.70
H 0.88 -0.57 0.58 0.08
S -1.99 1.41 -0.80 0.63
H 1.87 1.51 0.03 0.07
Cl -0.23 3.64 0.90 0.68
C 0.32 0.17 0.16 -0.12
C -1.14 -0.03 -0.13 -0.61
H -1.27 -0.98 -0.75 0.09
C 0.16 2.59 -0.35 -1.34
C 0.87 1.42 0.08 -0.27
H -1.73 -0.16 0.87 0.09
```

Its spin multiplicity is 1. As for the total charge: 0. The HOMO energy is -8.546 eV. Its LUMO energy is -0.87 eV.

***

Entry 12:
Computed, not measured: 2 unconnected molecules or ions with the total composition C5H8O2, with ωB97M-V with the def2-TZVPD basis set.

```
15
Properties=species:S:1:pos:R:3:lowdin_charge:R:1
H 0.80 -1.41 -1.77 0.09
H 1.28 2.19 1.28 -0.06
H -1.54 1.43 -0.99 0.08
O -1.52 -1.74 1.43 0.09
C -1.02 -0.70 1.76 -0.32
C 0.63 -1.32 -0.70 -0.03
C -0.90 0.61 -1.31 0.08
C -0.28 -0.16 -0.43 -0.42
H 0.19 -2.25 -0.33 0.08
H -0.99 -0.30 2.78 0.15
H 1.26 2.41 -0.43 -0.06
O -0.43 0.18 0.93 -0.04
H 1.59 -1.14 -0.20 0.08
C 1.69 1.75 0.35 0.19
H -0.76 0.45 -2.37 0.08
```

Its spin multiplicity is 1. As for the total charge: 0. The HOMO energy (spin up / spin down) is -9.576 / -9.547 eV. Its LUMO energy (spin up / spin down) is -0.73 / -0.75 eV.